Below is a cluster of 2 separate species, C3H9NO3 in total in a non-equilibrium geometry, with properties calculated with the ωB97M-V functional and the def2-TZVPD basis.

For the highest occupied orbital energy, the calculation gives -9.255 eV. The SMILES is C[C@H](N)C(=O)O.O. The largest force on an atom comes out at 2.57 eV/Å. For the relative energy (zero: lowest compared OMol25 entry of this formula, charge and spin), the calculation gives 1.583 eV.

The geometry in ORCA input format:
```
! wB97M-V def2-TZVPD RIJCOSX def2/J DEFGRID3
* xyz 0 1
O -1.46128 1.67824 1.84538
O -3.25273 0.66658 0.92485
O 4.72407 -4.16881 -0.87563
N -1.52802 1.45177 -1.26159
C -1.10769 0.51590 -0.16373
C 0.35444 0.42630 0.32354
C -2.06954 0.85870 0.95748
H -2.07554 2.29542 2.25221
H 0.70165 1.43989 0.09944
H -1.49270 -0.38781 -0.66399
H -2.49505 1.67956 -1.14370
H 4.01009 -3.61443 -0.58614
H 5.58675 -3.90149 -0.53577
H 0.90050 -0.25992 -0.32232
H 0.48560 0.11494 1.35176
H -1.28053 1.20516 -2.20178
*
```

Below is a structure of composition C28H30B4F16FeN6 in a non-equilibrium geometry, with properties calculated with the ωB97M-V functional and the def2-TZVPD basis.

For the highest occupied orbital energy (spin up / spin down), the calculation gives -5.565 / -5.565 eV. The largest force on an atom comes out at 3.63 eV/Å. The expectation value of S² is 8.75.

The geometry in ORCA input format:
```
! wB97M-V def2-TZVPD RIJCOSX def2/J DEFGRID3
* xyz -1 6
Fe 6.22662 2.86306 19.65162
F 9.28982 -0.05275 19.94997
F 0.97604 2.97129 19.05250
F 9.95067 2.11711 19.26744
F 6.77738 5.56352 16.91742
F 2.08021 3.28595 17.09144
F 4.76895 1.02745 22.14601
F 7.70288 1.59716 19.39706
F 6.22503 3.39634 17.72660
F 6.30511 2.77320 21.59442
F 5.33203 2.70823 23.75109
F 8.21309 3.82332 16.34755
F 8.99478 1.64792 21.32269
F 6.07135 3.90251 15.49917
F 0.03307 4.42218 17.53167
F 6.81276 1.02476 23.25721
F 0.04079 2.14912 17.05877
N 2.80830 0.70312 16.01841
N 4.44773 4.20709 19.92523
N 7.46575 4.57540 19.90230
N 3.30094 9.29852 18.35325
N 11.78123 6.24547 22.78604
N 4.83715 1.19816 19.47614
C 5.10653 8.98136 19.51973
C 3.85336 9.58162 19.51847
C 3.23530 -1.04818 19.45421
C 1.86813 -0.11475 15.51635
C 2.67531 0.22454 19.27016
C 11.04728 4.04190 21.99195
C 7.20435 5.51603 20.87825
C 3.50165 1.31628 19.26362
C 10.05925 3.95131 22.94754
C 5.23449 8.20330 18.41994
C 9.95065 5.04361 23.79276
C 2.37052 4.56553 21.07271
C 5.34208 -0.00920 19.60495
C 10.81446 6.14978 23.69655
C 3.66338 4.04414 20.96122
C 2.58041 -1.00316 14.70005
C 3.95132 -0.73666 14.78246
C 8.72640 7.12191 19.99191
C 9.08214 6.11431 19.06664
C 4.60036 -1.13932 19.63438
C 4.00051 4.85471 18.86931
C 4.08800 8.41221 17.62229
C 1.96246 5.33887 19.93204
C 11.82992 5.17659 21.95016
C 2.77660 5.43578 18.82637
C 7.70717 6.78451 20.90677
C 4.04121 0.24881 15.71264
C 8.47271 4.82909 19.09340
B 5.73488 1.74498 22.85392
B 0.79466 3.22218 17.72390
B 6.89249 4.21774 16.53251
B 9.10112 1.30266 20.03776
H 9.25473 7.99530 20.19693
H 9.08488 4.96493 24.41781
H 2.75388 1.56670 16.50693
H 4.66636 -1.34846 14.33878
H 3.94322 8.18698 16.53742
H 0.94291 5.67034 19.94586
H 0.83158 0.09682 15.67553
H 2.33988 9.46044 18.10592
H 4.97742 0.55501 16.25182
H 2.33238 5.93082 17.94812
H 6.45513 5.23327 21.63948
H 3.28041 10.09386 20.28012
H 6.45462 0.02979 19.63239
H 4.58268 4.85105 17.96753
H 10.61166 7.08627 24.25145
H 12.61843 5.25672 21.18128
H 6.11121 7.63827 18.09587
H 5.15445 -2.02505 19.84172
H 9.87323 6.27322 18.33702
H 1.66235 0.40027 18.94519
H 2.05550 -1.82400 14.19989
H 3.13372 2.31730 19.11730
H 4.01423 3.30992 21.70215
H 11.13778 3.23570 21.22441
H 5.83504 9.02337 20.32247
H 9.45963 3.03926 23.08913
H 7.31251 7.39346 21.70007
H 2.63854 -1.93563 19.49669
H 8.63270 4.04520 18.38667
H 1.70241 4.25710 21.92574
*
```

Repeat the first record exactly.
Below is a cluster of 2 separate species, C3H9NO3 in total in a non-equilibrium geometry, with properties calculated with the ωB97M-V functional and the def2-TZVPD basis.

For the highest occupied orbital energy, the calculation gives -9.255 eV. The SMILES is C[C@H](N)C(=O)O.O. The largest force on an atom comes out at 2.57 eV/Å. For the relative energy (zero: lowest compared OMol25 entry of this formula, charge and spin), the calculation gives 1.583 eV.

The geometry in ORCA input format:
```
! wB97M-V def2-TZVPD RIJCOSX def2/J DEFGRID3
* xyz 0 1
O -1.46128 1.67824 1.84538
O -3.25273 0.66658 0.92485
O 4.72407 -4.16881 -0.87563
N -1.52802 1.45177 -1.26159
C -1.10769 0.51590 -0.16373
C 0.35444 0.42630 0.32354
C -2.06954 0.85870 0.95748
H -2.07554 2.29542 2.25221
H 0.70165 1.43989 0.09944
H -1.49270 -0.38781 -0.66399
H -2.49505 1.67956 -1.14370
H 4.01009 -3.61443 -0.58614
H 5.58675 -3.90149 -0.53577
H 0.90050 -0.25992 -0.32232
H 0.48560 0.11494 1.35176
H -1.28053 1.20516 -2.20178
*
```